FeN4O12 | ωB97M-V with the def2-TZVPD basis set

Atoms and positions in Å:
Fe1 -32.41 1.37 -3.73
N1 -31.28 4.37 -3.76
O1 -31.45 3.22 -4.27
O2 -32.17 4.91 -3.09
O3 -30.21 4.95 -3.96
N2 -34.52 0.14 -4.67
O4 -34.02 1.19 -5.14
O5 -35.53 -0.35 -5.14
O6 -33.85 -0.42 -3.77
N3 -29.93 -0.26 -5.01
O7 -30.03 -1.38 -5.51
O8 -28.92 0.43 -5.18
O9 -30.86 0.20 -4.29
N4 -33.23 2.30 -1.39
O10 -33.96 2.46 -2.40
O11 -32.33 1.42 -1.56
O12 -33.28 3.01 -0.41

The expectation value of S² is 6.01. The value obtained for the lowest unoccupied orbital energy (alpha / beta) is 5.91 / 5.91 eV. As for the frontier orbital gap (alpha / beta): 8.967 / 8.413 eV. As for the energy above the lowest of the compared OMol25 structures with the same formula, charge and spin: 0.000 eV. The HOMO energy (alpha / beta) is -0.112 / -0.092 Ha. Its total charge is -2. As for the spin multiplicity: 5. Its total energy is -2385.32255 Ha.